Record 1
Computed, not measured: C27H58AsF6O22 as an isolated structure, with wB97M-V/def2-TZVPD.

Last column: Löwdin charge in e.
Geometry (Å):
As -0.96377 0.25393 1.22810  0.91
F -1.81377 1.49305 0.24483  -0.31
F -2.28679 -0.94229 1.12463  -0.31
F -0.14239 -0.97583 2.35420  -0.34
F 0.37516 1.40685 1.52852  -0.31
F -1.82228 0.95376 2.66736  -0.33
F -0.17469 -0.40630 -0.21685  -0.29
C -4.88836 -0.19735 -3.99399  -0.18
O -5.79299 0.78191 -3.53496  -0.12
H -3.88471 0.20568 -3.85855  0.08
H -4.91713 -1.15344 -3.47133  0.07
H -5.09934 -0.42873 -5.03805  0.08
H -5.55787 0.99840 -2.62972  0.07
C -1.10695 -5.62550 0.42011  -0.15
O -0.26016 -5.21250 1.52404  -0.13
H -1.20121 -6.70777 0.33117  0.07
H -2.11391 -5.22637 0.54183  0.07
H -0.77703 -5.26838 -0.55546  0.07
H -0.22197 -4.25768 1.61603  0.07
C -2.98343 -1.82428 6.25926  -0.17
O -3.47627 -0.50850 6.31360  -0.13
H -3.49186 -2.28968 5.41487  0.08
H -1.91090 -1.74753 6.08073  0.08
H -3.04642 -2.37470 7.19797  0.07
H -3.08180 -0.04199 5.57309  0.07
C 1.76165 2.93071 -3.12121  -0.16
O 1.87649 3.94602 -4.11978  -0.13
H 1.11610 3.12054 -2.26369  0.08
H 1.45312 2.01757 -3.63021  0.07
H 2.72672 2.70306 -2.66853  0.07
H 2.63928 3.79231 -4.68203  0.07
C -6.33824 2.40880 1.93393  -0.14
O -6.15723 1.37507 0.92938  -0.14
H -6.75157 3.31154 1.48414  0.07
H -6.96949 2.06858 2.75483  0.07
H -5.35606 2.69321 2.31147  0.07
H -5.35670 0.93576 1.22560  0.06
C 1.10304 3.90581 5.88399  -0.22
O 1.17635 4.45870 4.64671  -0.10
H 1.61542 2.94465 5.92586  0.08
H 1.60789 4.55997 6.59484  0.08
H 0.09948 3.77548 6.28893  0.08
H 1.07321 3.85250 3.90949  0.09
C 4.56243 -2.30633 4.73461  -0.15
O 5.85277 -2.24583 5.30792  -0.14
H 4.25247 -3.35021 4.78299  0.08
H 3.90936 -1.57793 5.21524  0.08
H 4.68539 -2.07527 3.67649  0.07
H 5.90582 -1.73110 6.11652  0.07
C -8.04856 -3.36427 0.25547  -0.02
C -9.49776 -2.90474 -0.00844  -0.31
C -10.14402 -3.33647 -1.32697  -0.11
O -11.42050 -3.80126 -0.96522  0.07
C -11.49404 -3.90045 0.39489  -0.53
O -12.37171 -4.49138 0.98332  0.14
O -10.37427 -3.44494 0.96048  0.10
H -7.37823 -3.11953 -0.56845  0.09
H -8.03876 -4.44268 0.41374  0.08
H -7.58942 -3.01619 1.18074  0.08
H -9.47363 -1.81536 0.01878  0.15
H -9.54362 -4.07462 -1.85872  0.13
H -10.17927 -2.45522 -1.96749  0.13
C 1.31433 -2.90744 -5.59125  0.00
C 2.23868 -3.60773 -6.60624  -0.34
C 2.54029 -5.06158 -6.41659  -0.13
O 2.50958 -5.56001 -7.72404  0.06
C 1.83774 -4.64518 -8.53614  -0.53
O 1.42741 -4.80061 -9.68255  0.12
O 1.65210 -3.56276 -7.86659  0.12
H 0.25171 -3.11674 -5.71427  0.09
H 1.49213 -1.83370 -5.65084  0.08
H 1.63414 -3.28307 -4.61928  0.08
H 3.23249 -3.16014 -6.61610  0.15
H 1.74711 -5.55366 -5.85373  0.14
H 3.53851 -5.14038 -5.98595  0.14
C 4.99516 -2.13872 -0.92617  -0.02
C 6.22913 -2.77413 -1.60318  -0.32
C 7.22729 -3.24603 -0.53238  -0.09
O 7.45978 -4.59891 -0.85512  0.09
C 6.86979 -4.87668 -1.99522  -0.53
O 7.09669 -5.93381 -2.61970  0.10
O 5.96203 -3.92928 -2.35015  0.09
H 5.17900 -1.28314 -0.27632  0.09
H 4.46732 -2.94674 -0.41962  0.09
H 4.22099 -1.95877 -1.67207  0.08
H 6.61614 -1.99410 -2.25883  0.15
H 6.85227 -3.25614 0.49102  0.13
H 8.09950 -2.59236 -0.54075  0.14
C -0.52478 7.59593 0.36452  -0.03
C -1.84117 7.72880 -0.33989  -0.36
C -2.97155 6.91852 0.34994  -0.06
O -4.01761 7.87628 0.47764  0.12
C -3.58137 9.03894 0.18086  -0.57
O -4.19991 10.08302 0.35248  0.11
O -2.27635 9.05133 -0.25788  0.09
H -0.59892 7.72772 1.44398  0.09
H 0.07856 8.42543 -0.00426  0.09
H -0.16310 6.58537 0.17457  0.10
H -1.75618 7.34829 -1.35777  0.15
H -2.66661 6.63367 1.35690  0.13
H -3.17178 6.00841 -0.21550  0.14
C 5.91906 2.95176 2.20794  -0.01
C 7.33211 3.26790 1.70360  -0.28
C 8.44469 2.48614 2.39650  -0.09
O 9.03118 1.71484 1.34197  0.08
C 8.41252 1.90656 0.17744  -0.56
O 8.68527 1.35487 -0.89681  0.10
O 7.39165 2.72222 0.37039  0.08
H 5.25375 3.06504 1.35200  0.09
H 5.64548 3.67693 2.97435  0.09
H 5.84149 1.94750 2.62453  0.09
H 7.62235 4.31807 1.67217  0.15
H 8.04019 1.87015 3.19965  0.13
H 9.08713 3.20715 2.90198  0.13

Computed properties:
HOMO-LUMO gap, eV: 9.8
Charge: -1

Record 2
Computed, not measured: a 2-piece molecular cluster, C3H11O overall, with wB97M-V/def2-TZVPD.

Last column: Löwdin spin population.
Geometry (Å):
O -1.62990 -0.90720 -1.78940  0.00
H -1.50039 -0.18539 -2.43278  0.00
H -2.06079 -1.74436 -2.06836  0.00
H -1.36451 -0.71067 -0.85312  0.00
C 1.60151 -0.08215 -0.03052  0.19
C 0.92107 0.87423 0.91828  0.26
C -0.63664 0.35471 1.17305  0.23
H 1.96695 -0.96570 0.52711  0.05
H 2.59055 0.29367 -0.42094  0.09
H 1.04651 -0.18410 -0.98836  0.01
H 0.79266 1.88669 0.39709  0.11
H 1.34281 1.00116 1.91322  0.00
H -0.83213 0.15125 2.22648  0.03
H -1.57504 0.81322 0.81841  0.00
H -0.66267 -0.59537 0.60984  0.02

Computed properties:
HOMO-LUMO gap (spin up / spin down), eV: 13.4 / 7.2
2S+1: 2
Charge: +2
ΔE to the lowest compared entry with this formula, charge and spin, kcal/mol: 32.23

Record 3
Computed, not measured: an isolated ion of composition C2H2NO3 and charge -1, with wB97M-V/def2-TZVPD.

Last column: Löwdin charge in e.
Geometry (Å):
C 0.20427 0.48392 -0.28559  -0.34
C 0.93944 -0.83798 -0.18819  -0.75
N -1.27684 0.30294 0.10399  0.09
O 1.39291 -1.11874 0.92298  -0.03
O 0.50305 1.64514 -0.53175  0.02
O 1.13110 -1.49163 -1.23823  -0.05
H -1.38017 -0.24674 0.90257  0.02
H -1.51376 1.26308 0.31421  0.05

Computed properties:
HOMO-LUMO gap, eV: 8.8
Charge: -1
ΔE to the lowest compared entry with this formula, charge and spin, kcal/mol: 24.17

Record 4
Computed, not measured: C10H13O2 as an isolated structure, with wB97M-V/def2-TZVPD.

Last column: Löwdin charge in e.
Geometry (Å):
C -0.76880 -1.00850 0.67850  -0.29
C -1.81064 -1.81744 0.36631  -0.01
C -1.48751 1.60137 1.69285  -0.60
C 0.48733 -1.64968 1.31164  -0.11
C 1.66816 -0.59071 0.93951  -0.10
C 0.97050 0.61074 0.31896  -0.22
C -0.55390 0.44470 0.34674  -0.14
C 0.18401 0.62497 -0.96722  -0.39
C 0.18931 2.14070 -1.50048  -0.02
C 0.29746 -0.47427 -2.05260  -0.05
O -2.56628 1.95613 1.30938  0.01
O -0.68246 1.64474 2.58319  0.02
H -2.73595 -1.48563 -0.14568  0.05
H -1.79245 -2.98371 0.65969  0.08
H 0.39470 -1.81235 2.34920  0.08
H 0.74776 -2.59537 0.99845  0.06
H 2.14725 -0.29401 1.83876  0.08
H 2.34411 -1.13918 0.39236  0.06
H 1.43665 1.52655 0.57828  0.11
H 1.07236 2.47768 -1.03387  0.04
H -0.59413 2.68456 -1.05824  0.05
H -0.02111 2.26399 -2.57996  0.07
H 1.25158 -0.30232 -2.59434  0.07
H -0.54041 -0.33719 -2.83010  0.09
H 0.36246 -1.48576 -1.60133  0.07

Computed properties:
HOMO-LUMO gap, eV: 7.0
Charge: -1
ΔE to the lowest compared entry with this formula, charge and spin, kcal/mol: 81.82

| no. | total energy (a.u.) |
| --- | --- |
| 1 | -5553.92662 |
| 2 | -195.23384 |
| 3 | -357.96062 |
| 4 | -539.26169 |